Record 1
Molecular formula: C4H6N2S
Method: DFT, ωB97M-V with the def2-TZVPD basis set

Output
- Energy above the lowest of the compared OMol25 structures with the same formula, charge and spin: 25.9 kcal/mol
- SMILES: Cn1cc(S)cn1
- Kohn-Sham gap: 9.5853 eV

Last column: Mulliken charge in e.
Positions of all 13 atoms, in Å:
C 2.113 -0.535 -0.075  -0.76
N 0.761 -0.061 -0.141  0.61
C -0.354 -0.818 -0.041  -0.26
C -1.395 0.111 -0.037  -0.17
S -3.144 -0.260 -0.165  -0.27
C -0.757 1.343 -0.130  -0.17
N 0.562 1.278 -0.103  -0.83
H 2.764 0.242 -0.551  0.27
H 2.200 -1.525 -0.590  0.28
H 2.431 -0.696 0.984  0.29
H -0.369 -1.883 0.007  0.44
H -3.565 0.513 0.868  0.13
H -1.246 2.291 -0.025  0.43

***

Record 2
Molecular formula: C15H27N4O7
Method: DFT, ωB97M-V with the def2-TZVPD basis set

Output
- Energy above the lowest of the compared OMol25 structures with the same formula, charge and spin: 22.2 kcal/mol
- Kohn-Sham gap: 7.9776 eV
- Net charge: -1

Last column: Mulliken charge in e.
Positions of all 53 atoms, in Å:
O 1.520 -3.861 3.687  -0.79
O 0.035 -1.279 0.191  -0.86
O 2.620 -5.448 -0.386  -0.70
O 1.895 -0.094 0.136  -0.76
O -2.656 3.289 1.470  -0.60
O 0.346 5.660 -2.079  -0.59
O -2.806 5.273 -0.489  -0.61
C 0.513 -3.493 3.096  0.93
C 1.286 -1.179 0.249  0.49
C 2.182 -5.018 0.681  0.12
N 2.381 -5.689 1.820  -0.03
N -2.079 0.566 0.504  -0.88
N -0.568 2.783 -2.125  0.16
N 0.338 -3.530 1.776  -0.25
C -0.656 -2.956 3.885  -1.23
C 3.112 -6.949 1.950  -1.02
C 0.134 2.744 -3.408  -0.67
C -1.020 1.526 -1.497  -1.48
C 0.001 4.167 -3.955  -0.80
C -2.395 2.982 0.085  -0.37
C -0.665 4.995 -2.854  0.11
C -1.814 4.240 -0.585  0.20
C -1.436 1.776 -0.038  0.73
C -1.448 3.956 -2.046  -0.45
C 2.135 -2.447 0.468  -0.81
C 1.314 -3.735 0.684  0.45
H -1.810 3.302 1.952  0.43
H 0.948 6.154 -2.655  0.35
H -3.191 5.216 0.405  0.39
H 2.041 -5.241 2.664  0.16
H -1.418 -0.229 0.415  0.60
H -2.332 0.706 1.478  0.26
H -0.499 -3.065 1.451  0.34
H -0.868 -1.943 3.546  0.29
H -1.524 -3.590 3.719  0.31
H -0.397 -2.943 4.942  0.34
H 4.170 -6.740 2.116  0.29
H 2.717 -7.520 2.791  0.33
H 3.006 -7.539 1.037  0.35
H 1.184 2.468 -3.261  0.40
H -0.325 2.023 -4.092  0.30
H -1.868 1.116 -2.054  0.21
H -0.215 0.784 -1.517  0.47
H 0.975 4.575 -4.238  0.35
H -0.638 4.154 -4.842  0.27
H -3.336 2.724 -0.412  0.27
H -1.345 5.742 -3.276  0.36
H -0.909 4.542 -0.049  0.24
H -0.522 1.990 0.527  0.16
H -2.379 3.743 -2.581  0.30
H 2.780 -2.293 1.336  0.26
H 2.775 -2.585 -0.405  0.37
H 0.710 -3.831 -0.219  0.30

***

Record 3
Molecular formula: C2H2FIO3
Method: DFT, ωB97M-V with the def2-TZVPD basis set

Output
- Energy above the lowest of the compared OMol25 structures with the same formula, charge and spin: 77.8 kcal/mol
- Kohn-Sham gap (alpha / beta): 7.6031 / 7.3917 eV

Last column: Mulliken charge in e.
Positions of all 9 atoms, in Å:
C 1.547 0.531 0.639  0.36
C -0.776 0.202 -0.172  0.31
O 2.033 1.618 0.469  -0.43
O -0.431 -0.181 -1.433  -0.39
O -1.245 -0.785 0.610  -0.38
F 2.260 -0.530 1.001  -0.19
I -1.765 1.959 0.212  0.19
H -0.578 -1.137 -1.533  0.25
H -1.046 -1.678 0.206  0.28

***

Record 4
Molecular formula: C37H40N6O7STeTl
Method: DFT, ωB97M-V with the def2-TZVPD basis set

Output
- Energy above the lowest of the compared OMol25 structures with the same formula, charge and spin: 83.4 kcal/mol
- Kohn-Sham gap: 6.6979 eV
- Net charge: -1

Last column: Mulliken charge in e.
Positions of all 93 atoms, in Å:
Tl 2.051 1.022 -0.010  1.36
C 5.363 -2.354 1.620  -0.68
C 5.092 -1.416 2.603  -0.71
C 3.803 -0.977 2.820  -0.53
C 2.727 -1.485 2.071  0.54
C 3.013 -2.432 1.089  0.69
C 4.315 -2.840 0.856  -1.12
N 1.432 -1.107 2.446  0.82
N 1.466 -0.075 3.321  -0.37
C 0.459 0.702 3.420  0.13
C 0.501 1.851 4.276  -0.92
C -0.496 2.758 4.227  -0.58
C -1.591 2.550 3.341  -0.68
C -1.633 1.428 2.581  -0.87
N -0.673 0.479 2.642  1.00
H 6.370 -2.712 1.461  0.39
H 5.890 -1.028 3.223  0.39
H 3.604 -0.259 3.598  0.44
H 2.227 -2.861 0.498  -0.10
H 4.506 -3.550 0.063  0.43
H 1.381 1.961 4.890  0.54
H -0.475 3.638 4.851  0.44
H -2.368 3.291 3.264  0.48
H -2.437 1.220 1.894  0.74
C 0.421 3.270 -7.176  -1.67
C 0.944 2.784 -5.854  1.04
C 2.230 3.296 -5.408  -0.49
C 2.742 2.993 -4.214  -1.81
C 2.043 2.072 -3.304  1.23
C 0.732 1.456 -3.773  0.77
C 0.250 1.923 -5.099  -1.54
S 3.347 0.831 -2.731  1.39
O 3.989 0.431 -3.972  -0.82
O 4.136 1.633 -1.801  -0.75
N 2.722 -0.336 -1.902  -0.18
C 2.200 -1.527 -2.491  -0.76
C 1.171 -2.165 -1.533  -0.04
O 0.799 -3.315 -1.698  -0.74
O 0.798 -1.405 -0.567  -0.97
H 1.230 3.603 -7.823  0.40
H -0.260 4.110 -7.021  0.30
H -0.125 2.478 -7.684  0.37
H 2.765 3.943 -6.088  0.35
H 3.691 3.363 -3.861  0.52
H 0.676 0.373 -3.686  -0.27
H -0.702 1.538 -5.438  0.33
H 2.993 -2.270 -2.663  0.36
H 1.708 -1.364 -3.461  0.35
C -2.384 -5.919 5.449  -1.64
C -1.914 -4.772 4.606  0.78
C -1.283 -4.976 3.391  -1.14
C -0.820 -3.905 2.639  0.84
C -0.079 -4.173 1.371  -1.77
C -0.966 -2.583 3.087  0.37
Te -0.422 -1.147 1.419  0.57
C -1.607 -2.378 4.317  1.34
C -1.801 -1.026 4.939  -1.16
C -2.065 -3.467 5.046  -0.96
H -2.149 -6.867 4.974  0.35
H -3.459 -5.874 5.614  0.34
H -1.896 -5.886 6.422  0.34
H -1.146 -5.985 3.023  0.33
H -0.249 -5.183 1.003  0.47
H 0.989 -4.060 1.558  0.32
H -0.359 -3.463 0.585  0.14
H -2.528 -0.439 4.384  0.28
H -0.866 -0.476 4.965  0.11
H -2.155 -1.139 5.962  0.41
H -2.574 -3.288 5.985  0.34
C -2.542 3.874 0.088  -1.18
C -3.387 2.771 -0.535  -1.40
C -2.634 2.003 -1.640  2.90
C -3.624 1.046 -2.325  -1.56
C -2.946 0.227 -3.412  -0.89
C -2.166 3.052 -2.641  -0.55
O -2.935 3.801 -3.215  -0.72
N -0.831 3.172 -2.804  0.46
C 0.130 2.148 -2.491  0.05
O 1.420 2.723 -2.183  -0.70
N -0.253 1.309 -1.451  0.73
C -1.470 1.201 -1.022  -1.22
O -1.738 0.435 -0.054  -0.69
H -3.086 4.351 0.901  0.43
H -2.315 4.630 -0.659  0.42
H -1.604 3.479 0.474  0.18
H -4.278 3.214 -0.988  0.55
H -3.700 2.058 0.230  0.32
H -4.433 1.645 -2.755  0.52
H -4.041 0.376 -1.569  0.40
H -2.473 0.886 -4.138  0.08
H -3.675 -0.386 -3.934  0.57
H -2.187 -0.420 -2.977  0.09
H -0.521 3.892 -3.443  0.35

***

Record 5
Molecular formula: C23H21N3S2
Method: DFT, ωB97M-V with the def2-TZVPD basis set

Output
- SMILES: S=C1Nc2sc3c(c2[C@@H](c2ccccc2)N1/N=C/c1ccccc1)CCCC3
- Kohn-Sham gap: 7.5638 eV

Last column: Mulliken charge in e.
Positions of all 49 atoms, in Å:
S 3.504 -0.862 -2.111  -0.37
C 2.392 -0.077 -1.097  -0.02
N 2.042 1.166 -1.637  -0.10
C 1.015 1.937 -1.111  0.22
S 0.370 3.481 -1.618  -0.35
C -0.851 3.476 -0.401  0.38
C -0.762 2.399 0.432  -0.20
C 0.275 1.464 -0.038  -0.71
C 0.494 0.074 0.504  -0.22
C -0.653 -0.816 0.093  0.30
C -1.574 -1.226 1.053  -0.11
C -2.657 -2.082 0.771  -1.00
C -2.739 -2.602 -0.558  -0.27
C -1.784 -2.268 -1.532  -0.81
C -0.759 -1.362 -1.203  -0.02
N 1.801 -0.543 0.113  0.89
N 2.194 -1.672 0.832  -0.97
C 3.448 -2.161 0.830  -0.57
C 3.860 -3.225 1.747  0.69
C 5.202 -3.525 1.874  -0.47
C 5.657 -4.481 2.763  -0.53
C 4.711 -5.233 3.538  -0.45
C 3.349 -4.932 3.370  -0.45
C 2.931 -3.940 2.500  -0.35
C -1.655 2.224 1.589  -0.23
C -2.387 3.506 2.014  -1.01
C -2.980 4.134 0.751  -0.76
C -1.860 4.604 -0.130  -0.48
H 2.604 1.489 -2.446  0.33
H 0.508 0.169 1.567  0.61
H -1.482 -0.798 2.037  0.47
H -3.380 -2.349 1.527  0.42
H -3.541 -3.292 -0.816  0.37
H -1.844 -2.703 -2.550  0.36
H -0.009 -1.133 -1.927  0.39
H 4.179 -1.590 0.273  0.38
H 5.945 -2.998 1.301  0.37
H 6.714 -4.612 2.836  0.41
H 4.963 -6.004 4.267  0.36
H 2.587 -5.505 3.920  0.34
H 1.863 -3.741 2.379  0.41
H -2.379 1.453 1.361  0.37
H -1.107 1.860 2.462  0.28
H -1.679 4.175 2.503  0.36
H -3.195 3.245 2.704  0.39
H -3.530 3.333 0.268  0.34
H -3.665 4.952 0.970  0.34
H -1.350 5.430 0.394  0.28
H -2.301 4.979 -1.017  0.41

***

Record 6
Molecular formula: C5H4ClN2O2
Method: DFT, ωB97M-V with the def2-TZVPD basis set

Output
- Energy above the lowest of the compared OMol25 structures with the same formula, charge and spin: 0.0 kcal/mol
- SMILES: C=N/C=C\N=C(\Cl)C(=O)[O-]
- Kohn-Sham gap: 8.0469 eV
- Net charge: -1

Last column: Mulliken charge in e.
Positions of all 14 atoms, in Å:
C 1.861 0.146 -0.046  -0.24
N 1.584 -0.814 0.810  -0.51
C 0.493 -1.705 0.611  -0.18
C -0.737 -1.175 0.732  -0.06
N -1.019 0.106 1.039  -0.45
C -0.777 1.069 0.251  0.23
Cl -0.840 2.682 0.964  -0.26
C -1.127 1.167 -1.363  0.61
O -0.274 1.661 -2.078  -0.65
O -2.184 0.561 -1.461  -0.61
H 1.382 0.221 -1.096  0.23
H 2.773 0.762 0.145  0.29
H 0.452 -2.782 0.703  0.32
H -1.589 -1.897 0.788  0.28

***

It is found that the molecular weight values, taken in the order of the records, are 114.17; 375.40; 219.94; 1044.81; 403.58; 159.55 g/mol.